Density functional theory data (ωB97M-V with the def2-TZVPD basis set) for a molecular structure, C35H30Br2N9Pt.

CARTESIAN COORDINATES (ANGSTROEM)
1 Pt -0.86299 0.14546 0.00749
2 C 3.94618 -2.71230 -4.12513
3 C 3.22214 -1.96087 -3.04288
4 C 3.65215 -1.99634 -1.71057
5 C 2.96566 -1.33189 -0.71533
6 C 1.83225 -0.56196 -0.99480
7 N 1.13958 0.10637 0.03158
8 C 1.85032 0.76763 1.05048
9 C 3.03098 1.46573 0.76588
10 C 3.71720 2.16084 1.74152
11 C 3.24536 2.23323 3.05800
12 C 3.97301 3.01463 4.11620
13 C 2.06553 1.56970 3.33675
14 C 1.39451 0.83660 2.35702
15 N 0.23033 0.10461 2.74985
16 C 0.02399 -0.49679 3.92666
17 C -1.29646 -0.91264 3.98162
18 C -1.84563 -0.52520 2.77511
19 N -0.92740 0.12825 2.03393
20 C 1.41484 -0.52490 -2.31273
21 C 2.08343 -1.22737 -3.31616
22 N 0.29270 0.27921 -2.69007
23 C 0.13330 0.94493 -3.83712
24 C -1.18024 1.38495 -3.91243
25 C -1.77310 0.94766 -2.74559
26 N -0.88452 0.24839 -2.00830
27 H 4.97623 -2.91586 -3.84158
28 H 3.93898 -2.16428 -5.06596
29 H 3.46293 -3.67415 -4.31072
30 H 4.53396 -2.56929 -1.45192
31 H 3.30782 -1.39645 0.30982
32 H 3.41050 1.45174 -0.24841
33 H 4.63216 2.67638 1.47669
34 H 5.01310 3.17537 3.84236
35 H 3.93380 2.51089 5.08078
36 H 3.51513 3.99709 4.25122
37 H 1.65124 1.61676 4.33797
38 H 0.81839 -0.59531 4.64909
39 H -1.79481 -1.41614 4.79240
40 H -2.85921 -0.63584 2.43101
41 H 1.70112 -1.19577 -4.33050
42 H 0.95051 1.06672 -4.52944
43 H -1.64527 1.93371 -4.71349
44 H -2.79407 1.06259 -2.42328
45 Br -7.45776 1.22844 0.05121
46 C -5.64268 0.86649 0.04274
47 C -5.18723 -0.44738 -0.00537
48 C -3.82689 -0.66601 -0.00435
49 N -2.93592 0.33598 0.03188
50 C -3.36891 1.61385 0.07819
51 C -4.71573 1.90583 0.08649
52 C -2.30412 2.64529 0.09393
53 C -2.55725 3.99438 0.15325
54 C -1.49180 4.89529 0.14399
55 Br -1.80988 6.71838 0.21556
56 C -0.19627 4.40820 0.07305
57 C -0.00983 3.04098 0.01708
58 N -1.03271 2.18220 0.03001
59 H -5.87742 -1.27860 -0.03702
60 H -3.43037 -1.67200 -0.02226
61 H -5.05782 2.92955 0.12598
62 H -3.57032 4.36526 0.20690
63 H 0.65413 5.07479 0.06091
64 H 0.98399 2.62383 -0.04354
65 N -0.70582 -6.02837 -0.21113
66 C -0.71733 -4.69967 -0.17548
67 C -1.35110 -3.93200 -1.18262
68 C -1.35246 -2.57304 -1.10154
69 N -0.77067 -1.89258 -0.08271
70 C -0.13694 -2.61261 0.86953
71 C -0.09013 -3.97400 0.86399
72 H -1.14447 -6.53869 -0.95983
73 H -0.24743 -6.57015 0.50284
74 H -1.82802 -4.41846 -2.02305
75 H -1.82130 -1.98498 -1.87630
76 H 0.36899 -2.06318 1.64678
77 H 0.43587 -4.49312 1.65381

E_tot   -7111.07244 a.u.
Molar mass   931.57 g mol⁻¹
HOMO   -0.55486 Eh
LUMO   -8.94 eV
ΔE to the lowest compared entry with this formula, charge and spin   0.0 kcal/mol
Total charge   +3